Record 1
Molecular formula: C10H21ClSi
Method: DFT, wB97M-V/def2-TZVPD

Last column: Löwdin charge in e.
Atoms and positions in Å:
1 C 0.466 2.357 2.377  -0.139
2 C 0.366 2.342 3.679  -0.776
3 C -3.390 0.716 -2.364  -0.119
4 C 2.594 -0.464 -1.662  -0.090
5 C 1.781 -2.829 1.464  -0.126
6 C -2.349 1.610 -1.665  -0.284
7 C 2.045 -1.785 -0.893  -0.272
8 C -1.910 0.995 -0.334  -0.302
9 C -1.013 -0.280 -0.550  -0.262
10 C 1.762 -1.482 0.606  -0.511
11 Si 0.218 -0.531 0.980  0.952
12 Cl 0.373 3.812 4.606  0.525
13 H 0.445 3.307 1.893  -0.019
14 H 0.318 1.363 4.216  0.045
15 H -3.298 -0.381 -2.171  0.070
16 H -4.500 0.901 -1.997  0.101
17 H -3.575 1.063 -3.424  0.074
18 H 3.317 -0.845 -2.544  0.111
19 H 3.205 0.130 -0.944  0.062
20 H 1.706 0.124 -1.966  0.043
21 H 2.729 -3.442 1.340  0.106
22 H 1.672 -2.611 2.476  0.027
23 H 0.846 -3.256 1.225  0.043
24 H -2.637 2.580 -1.365  0.082
25 H -1.369 1.810 -2.250  0.130
26 H 1.201 -2.107 -1.459  0.078
27 H 2.750 -2.614 -0.882  0.091
28 H -1.363 1.796 0.143  0.064
29 H -2.781 0.756 0.249  0.103
30 H -0.413 0.107 -1.393  0.056
31 H -1.535 -1.147 -0.711  0.027
32 H 2.694 -0.925 0.979  0.118
33 H -0.354 -1.071 2.339  -0.008

Summary:
LUMO level (spin up / spin down)   -0.0256 / -0.0266 hartree
Energy above the lowest of the compared OMol25 structures with the same formula, charge and spin   170.55 kcal/mol
HOMO (spin up / spin down)   -8.05 / -7.90 eV

***

Record 2
Molecular formula: C30H31BrF12IN3O4PRbSSbSe2
Method: DFT, wB97M-V/def2-TZVPD

Last column: Löwdin charge in e.
Atoms and positions in Å:
1 Rb 0.641 -2.521 0.852  1.028
2 C 1.242 2.658 -4.147  -0.008
3 C -0.090 1.958 -4.134  -0.245
4 N -0.764 1.897 -5.285  0.120
5 C -1.922 1.241 -5.320  -0.082
6 C -2.504 0.625 -4.224  -0.138
7 C -3.812 -0.125 -4.358  -0.183
8 O -4.888 0.399 -3.575  -0.050
9 C -1.823 0.718 -3.010  -0.109
10 C -2.400 0.052 -1.809  -0.125
11 N -2.814 0.562 -0.724  0.099
12 C -2.882 1.939 -0.431  -0.309
13 C -3.140 2.941 -1.372  -0.012
14 C -3.230 4.270 -0.988  -0.081
15 C -3.057 4.631 0.338  -0.095
16 C -2.825 3.653 1.297  -0.157
17 C -2.761 2.322 0.918  -0.601
18 I -2.443 0.855 2.375  1.064
19 C -0.604 1.375 -2.978  -0.246
20 O 0.115 1.464 -1.794  -0.359
21 H 1.214 3.458 -4.883  0.080
22 H 2.023 1.951 -4.442  0.082
23 H 1.498 3.056 -3.166  0.076
24 H -2.425 1.208 -6.287  0.115
25 H -3.645 -1.186 -4.143  0.126
26 H -4.147 -0.046 -5.391  0.117
27 H -4.742 0.197 -2.646  0.070
28 H -2.486 -1.032 -1.887  0.089
29 H -3.305 2.672 -2.405  0.111
30 H -3.439 5.027 -1.735  0.103
31 H -3.113 5.672 0.634  0.100
32 H -2.711 3.927 2.337  0.088
33 C -3.727 -3.093 3.220  -0.402
34 Se -1.953 -3.765 2.802  0.887
35 C -1.313 -3.924 4.649  -0.557
36 C -1.431 -2.663 5.491  -0.561
37 Se -0.244 -1.230 4.877  0.911
38 C -0.955 0.093 6.122  -0.413
39 H -4.199 -3.739 3.955  0.025
40 H -4.294 -3.112 2.292  0.023
41 H -3.676 -2.071 3.584  -0.012
42 H -0.275 -4.245 4.557  0.057
43 H -1.880 -4.726 5.114  0.059
44 H -1.152 -2.882 6.521  0.064
45 H -2.448 -2.277 5.483  0.047
46 H -1.974 0.365 5.849  0.008
47 H -0.312 0.969 6.058  0.004
48 H -0.922 -0.304 7.135  0.018
49 F -1.415 -2.429 -0.369  -0.560
50 Sb -1.138 -3.634 -1.845  1.346
51 F -3.001 -3.677 -2.122  -0.346
52 F -1.236 -5.067 -0.637  -0.351
53 F -0.734 -4.769 -3.284  -0.345
54 F 0.741 -3.447 -1.473  -0.491
55 F -1.039 -2.161 -3.032  -0.340
56 F 1.923 -3.660 2.716  -0.290
57 P 3.085 -2.497 2.783  0.105
58 F 4.217 -3.613 2.855  -0.123
59 F 4.171 -1.315 2.797  -0.138
60 F 2.954 -2.452 4.367  -0.141
61 F 1.891 -1.377 2.642  -0.367
62 F 3.162 -2.524 1.143  -0.284
63 Br 4.132 3.375 4.961  0.727
64 C 2.804 2.671 3.802  -0.683
65 C 1.470 2.931 4.055  -0.116
66 C 0.540 2.403 3.169  -0.196
67 N 0.863 1.684 2.096  0.071
68 C 2.155 1.449 1.884  -0.144
69 C 3.170 1.913 2.712  -0.099
70 H 1.161 3.524 4.905  0.099
71 H -0.520 2.564 3.345  0.022
72 H 2.400 0.857 1.009  0.081
73 H 4.205 1.662 2.515  0.106
74 O 6.965 0.187 -3.746  0.116
75 C 5.847 -0.250 -4.368  -0.484
76 O 5.910 -0.668 -5.486  0.130
77 C 4.581 -0.179 -3.571  -0.136
78 C 3.625 -1.169 -3.752  0.015
79 C 2.435 -1.131 -3.041  -0.042
80 C 2.202 -0.091 -2.147  -0.452
81 S 0.681 -0.018 -1.249  1.025
82 C 3.154 0.909 -1.966  -0.085
83 C 4.338 0.866 -2.679  -0.023
84 H 6.776 0.392 -2.827  0.099
85 H 3.819 -1.961 -4.466  0.129
86 H 1.683 -1.898 -3.185  0.100
87 H 2.955 1.724 -1.278  0.115
88 H 5.064 1.665 -2.556  0.122

Summary:
Charge   -1
LUMO level   0.0605 hartree
HOMO   -5.98 eV

***

Record 3
Molecular formula: C52H104O38
Method: DFT, wB97M-V/def2-TZVPD

Last column: Löwdin charge in e.
Atoms and positions in Å:
1 C -2.879 0.017 1.133  -0.074
2 C -1.981 -1.105 0.696  -0.205
3 O -0.678 -0.613 0.474  0.051
4 C -0.433 0.003 -0.666  -0.627
5 O -1.277 0.396 -1.411  0.130
6 O 0.871 0.195 -0.739  0.005
7 C 1.378 1.340 -1.447  -0.008
8 H -2.676 0.529 2.078  0.050
9 H -3.919 -0.322 1.219  0.085
10 H -2.924 0.838 0.415  0.080
11 H -2.429 -1.599 -0.174  0.114
12 H -1.963 -1.959 1.377  0.109
13 H 1.921 1.878 -0.671  0.077
14 H 0.583 1.974 -1.840  0.087
15 H 2.022 1.067 -2.277  0.089
16 C 0.863 -0.474 9.507  -0.055
17 C -0.436 -0.015 8.856  -0.228
18 O -0.558 -0.385 7.493  0.030
19 C -0.283 0.525 6.553  -0.616
20 O 0.281 1.562 6.701  0.145
21 O -0.823 0.119 5.408  -0.012
22 C -0.637 0.949 4.253  0.005
23 H 0.709 -1.464 9.949  0.070
24 H 1.187 0.150 10.336  0.075
25 H 1.658 -0.553 8.769  0.083
26 H -0.523 1.053 9.084  0.121
27 H -1.332 -0.406 9.343  0.120
28 H 0.432 0.906 4.069  0.097
29 H -1.012 1.946 4.477  0.089
30 H -1.228 0.598 3.414  0.071
31 C 3.468 4.003 -8.054  -0.066
32 C 3.950 2.865 -7.162  -0.208
33 O 3.240 1.674 -7.493  0.052
34 C 2.819 0.916 -6.484  -0.640
35 O 2.916 1.167 -5.327  0.116
36 O 2.257 -0.135 -7.025  0.032
37 C 1.427 -0.895 -6.152  -0.005
38 H 3.501 3.732 -9.107  0.080
39 H 4.160 4.835 -7.887  0.081
40 H 2.490 4.443 -7.844  0.065
41 H 3.991 3.144 -6.117  0.120
42 H 4.978 2.773 -7.527  0.122
43 H 1.072 -1.820 -6.590  0.091
44 H 0.627 -0.230 -5.827  0.096
45 H 2.002 -1.234 -5.287  0.087
46 C 0.371 -5.225 -7.023  -0.062
47 C 1.771 -4.670 -6.939  -0.231
48 O 1.910 -4.085 -5.650  0.001
49 C 3.118 -3.742 -5.190  -0.628
50 O 4.149 -3.884 -5.763  0.162
51 O 2.880 -3.090 -4.061  -0.012
52 C 3.952 -2.750 -3.203  -0.038
53 H 0.202 -5.866 -6.163  0.077
54 H 0.326 -5.881 -7.906  0.082
55 H -0.426 -4.539 -7.297  0.075
56 H 2.033 -3.944 -7.713  0.128
57 H 2.463 -5.494 -7.125  0.122
58 H 4.858 -2.429 -3.696  0.098
59 H 4.105 -3.532 -2.463  0.085
60 H 3.556 -1.978 -2.552  0.071
61 C 0.312 3.454 -5.026  -0.049
62 C -0.240 3.083 -6.380  -0.195
63 O -1.607 3.497 -6.438  0.036
64 C -1.945 4.672 -6.964  -0.602
65 O -1.161 5.466 -7.441  0.107
66 O -3.262 4.771 -6.915  0.007
67 C -3.878 5.905 -7.542  -0.019
68 H -0.208 2.966 -4.200  0.074
69 H 0.237 4.528 -4.838  0.086
70 H 1.378 3.231 -4.934  0.064
71 H -0.223 2.012 -6.585  0.119
72 H 0.337 3.543 -7.186  0.110
73 H -4.773 5.495 -7.998  0.092
74 H -3.186 6.197 -8.333  0.091
75 H -4.102 6.713 -6.855  0.094
76 C 0.410 -3.276 4.709  -0.044
77 C 0.149 -4.762 4.417  -0.201
78 O -1.226 -5.054 4.320  0.051
79 C -1.970 -4.854 3.272  -0.666
80 O -1.630 -4.471 2.201  0.137
81 O -3.189 -5.216 3.630  -0.008
82 C -4.268 -5.174 2.654  -0.001
83 H 1.471 -3.103 4.537  0.080
84 H -0.005 -3.060 5.687  0.075
85 H -0.075 -2.691 3.923  0.074
86 H 0.570 -5.361 5.218  0.123
87 H 0.680 -4.959 3.481  0.119
88 H -5.106 -5.647 3.147  0.093
89 H -3.830 -5.841 1.905  0.098
90 H -4.467 -4.213 2.189  0.087
91 C -4.432 1.272 6.604  -0.048
92 C -4.289 2.785 6.407  -0.188
93 O -4.968 3.275 5.272  0.063
94 C -4.497 2.994 4.092  -0.660
95 O -3.379 2.646 3.866  0.124
96 O -5.429 3.203 3.196  0.039
97 C -5.004 2.945 1.859  -0.024
98 H -4.731 1.008 7.620  0.079
99 H -3.472 0.772 6.458  0.065
100 H -5.167 0.782 5.965  0.081
101 H -3.226 2.978 6.244  0.117
102 H -4.584 3.278 7.326  0.122
103 H -5.758 3.300 1.163  0.098
104 H -4.873 1.878 1.679  0.079
105 H -4.076 3.478 1.658  0.096
106 C 2.717 8.400 0.410  -0.058
107 C 2.186 7.586 -0.755  -0.240
108 O 0.976 6.936 -0.468  0.047
109 C 1.051 5.693 -0.009  -0.618
110 O 2.065 5.046 -0.012  0.119
111 O -0.151 5.293 0.328  0.031
112 C -0.304 3.924 0.713  -0.006
113 H 3.072 7.714 1.189  0.072
114 H 1.923 9.038 0.785  0.081
115 H 3.634 8.933 0.163  0.079
116 H 2.921 6.882 -1.139  0.121
117 H 1.978 8.308 -1.544  0.123
118 H -1.034 3.703 1.482  0.095
119 H 0.684 3.587 1.022  0.063
120 H -0.551 3.363 -0.193  0.092
121 C -1.637 -2.320 -2.990  -0.040
122 C -2.318 -1.203 -3.735  -0.223
123 O -3.728 -1.187 -3.497  0.048
124 C -4.504 -0.588 -4.403  -0.592
125 O -4.132 0.047 -5.345  0.140
126 O -5.792 -0.824 -4.089  -0.001
127 C -6.775 -0.158 -4.847  -0.066
128 H -2.114 -3.277 -3.198  0.088
129 H -1.808 -2.189 -1.917  0.050
130 H -0.579 -2.260 -3.195  0.082
131 H -2.159 -1.329 -4.806  0.120
132 H -1.891 -0.242 -3.466  0.105
133 H -6.620 -0.248 -5.926  0.094
134 H -6.846 0.908 -4.632  0.098
135 H -7.734 -0.640 -4.673  0.091
136 C 2.174 -3.465 -0.305  -0.044
137 C 1.802 -4.923 -0.541  -0.164
138 O 2.087 -5.202 -1.948  0.023
139 C 1.951 -6.458 -2.342  -0.615
140 O 1.627 -7.384 -1.654  0.136
141 O 2.381 -6.553 -3.599  0.000
142 C 2.251 -7.801 -4.251  -0.044
143 H 3.197 -3.301 -0.620  0.053
144 H 1.944 -3.203 0.728  0.081
145 H 1.506 -2.837 -0.898  0.076
146 H 0.737 -5.076 -0.365  0.128
147 H 2.427 -5.617 0.022  0.128
148 H 3.175 -8.364 -4.098  0.101
149 H 2.221 -7.613 -5.327  0.084
150 H 1.375 -8.397 -4.011  0.099
151 C -3.698 -4.886 8.482  -0.055
152 C -2.965 -3.544 8.408  -0.233
153 O -2.789 -3.131 7.086  0.044
154 C -3.743 -2.450 6.473  -0.588
155 O -4.822 -2.126 6.901  0.134
156 O -3.304 -2.207 5.237  0.004
157 C -4.113 -1.618 4.256  -0.049
158 H -2.952 -5.637 8.216  0.076
159 H -4.576 -4.999 7.852  0.079
160 H -4.030 -5.092 9.502  0.077
161 H -1.980 -3.722 8.832  0.120
162 H -3.458 -2.850 9.091  0.123
163 H -4.136 -0.528 4.330  0.080
164 H -5.130 -1.969 4.070  0.107
165 H -3.584 -1.836 3.323  0.077
166 C 1.511 5.770 4.331  -0.047
167 C 2.042 4.363 4.546  -0.216
168 O 1.824 3.595 3.370  0.037
169 C 2.640 2.587 3.151  -0.623
170 O 3.545 2.206 3.816  0.154
171 O 2.132 1.895 2.124  -0.010
172 C 2.808 0.729 1.691  -0.028
173 H 0.428 5.757 4.236  0.079
174 H 2.062 6.170 3.480  0.074
175 H 1.793 6.363 5.201  0.080
176 H 1.680 3.852 5.442  0.125
177 H 3.111 4.441 4.770  0.124
178 H 3.688 0.403 2.248  0.092
179 H 3.190 0.893 0.688  0.061
180 H 2.106 -0.105 1.722  0.101
181 O 5.549 -1.708 -0.659  0.116
182 C 5.802 -0.727 -0.038  -0.563
183 O 5.462 0.527 -0.366  -0.014
184 C 4.565 0.668 -1.493  -0.220
185 C 5.291 0.551 -2.814  -0.034
186 C 6.635 -0.719 1.206  0.031
187 H 3.960 1.544 -1.293  0.101
188 H 3.869 -0.164 -1.387  0.095
189 H 4.613 0.703 -3.655  0.063
190 H 5.627 -0.482 -2.859  0.059
191 H 6.129 1.238 -2.908  0.086
192 H 7.153 0.233 1.257  0.090
193 H 7.323 -1.557 1.210  0.089
194 H 5.970 -0.852 2.061  0.088

Summary:
LUMO level   0.0184 hartree
Energy above the lowest of the compared OMol25 structures with the same formula, charge and spin   0.00 kcal/mol
HOMO   -10.51 eV

***

Record 4
Molecular formula: C2H11N2O2
Method: DFT, wB97M-V/def2-TZVPD

Last column: Löwdin spin population.
Atoms and positions in Å:
1 C 1.456 -0.052 -0.609  0.026
2 N 0.214 0.653 -0.518  0.181
3 C -0.132 1.476 -1.572  0.530
4 N -1.365 2.136 -1.482  0.167
5 H 1.464 -0.803 -1.415  0.009
6 H 1.596 -0.703 0.252  0.000
7 H 2.317 0.599 -0.768  0.006
8 H -0.418 0.338 0.210  0.009
9 H 0.509 1.598 -2.425  0.051
10 H -1.792 2.055 -0.576  0.009
11 H -1.540 2.968 -2.005  0.006
12 H -1.027 -0.759 2.504  0.000
13 H 0.025 0.248 2.743  0.000
14 O -0.745 0.108 2.166  0.003
15 H -0.016 -2.645 0.714  0.000
16 H -0.561 -3.986 1.303  0.000
17 O 0.014 -3.230 1.479  0.001

Summary:
LUMO level (spin up / spin down)   0.0224 / 0.0214 hartree
Energy above the lowest of the compared OMol25 structures with the same formula, charge and spin   9.87 kcal/mol
HOMO (spin up / spin down)   -4.46 / -8.42 eV
Multiplicity   2

***

Record 5
Molecular formula: C20H28AuN2Si
Method: DFT, wB97M-V/def2-TZVPD

Last column: Löwdin spin population.
Atoms and positions in Å:
1 C 0.783 2.289 1.998  0.024
2 C -0.296 2.293 1.066  0.275
3 C -1.503 2.067 1.793  0.240
4 H -0.192 2.467 -0.013  0.009
5 C -1.179 1.923 3.174  0.062
6 C 0.230 2.082 3.304  0.345
7 H 0.791 2.098 4.236  0.017
8 H 1.835 2.501 1.767  -0.004
9 H -2.499 2.011 1.359  0.010
10 H -1.893 1.817 3.995  -0.003
11 Au -1.359 -2.592 1.197  0.216
12 C -0.960 -2.667 -1.587  0.272
13 H -2.037 -2.757 -1.609  0.007
14 H -0.529 -3.293 -0.820  0.013
15 H -0.572 -2.882 -2.606  0.035
16 Si -0.359 -0.582 -1.327  0.103
17 C 1.431 -0.721 -1.956  0.035
18 C 2.219 0.413 -1.693  0.004
19 H 1.813 1.269 -1.195  0.000
20 C 3.564 0.437 -2.035  0.001
21 H 4.114 1.353 -1.844  0.000
22 C 4.176 -0.668 -2.614  0.001
23 H 5.222 -0.605 -2.883  0.000
24 C 3.407 -1.805 -2.871  0.001
25 H 3.892 -2.652 -3.370  0.000
26 C 2.047 -1.857 -2.525  0.003
27 H 1.440 -2.747 -2.692  0.001
28 C -1.385 0.588 -2.320  0.000
29 C -0.787 1.321 -3.344  -0.001
30 H 0.148 0.981 -3.779  0.000
31 C -1.400 2.506 -3.776  0.000
32 H -0.936 3.075 -4.572  0.000
33 C -2.584 2.939 -3.192  -0.001
34 H -3.075 3.866 -3.519  0.000
35 C -3.177 2.185 -2.161  0.001
36 H -4.125 2.490 -1.718  0.000
37 C -2.585 1.007 -1.713  0.006
38 H -3.020 0.450 -0.874  0.007
39 H -1.620 -1.298 -0.047  0.206
40 H -0.004 0.509 -0.402  0.035
41 N 0.986 -1.495 2.108  0.004
42 C 0.955 -1.990 3.521  0.001
43 C -0.299 -1.510 4.211  0.011
44 N -1.502 -1.753 3.331  0.058
45 H 1.801 -1.865 1.610  0.000
46 H 1.045 -0.469 2.105  0.001
47 H 0.961 -3.089 3.500  0.000
48 H 1.819 -1.623 4.109  0.001
49 H -0.429 -2.067 5.151  0.002
50 H -0.241 -0.430 4.431  0.004
51 H -2.125 -0.950 3.380  -0.001
52 H -2.006 -2.571 3.712  -0.002

Summary:
Charge   +1
LUMO level (spin up / spin down)   -0.1538 / -0.2041 hartree
Energy above the lowest of the compared OMol25 structures with the same formula, charge and spin   49.21 kcal/mol
HOMO (spin up / spin down)   -10.97 / -10.94 eV
Multiplicity   3

***

Record 6
Molecular formula: C5H13NO
Method: DFT, wB97M-V/def2-TZVPD

Last column: Löwdin charge in e.
Atoms and positions in Å:
1 C 1.000 1.267 -1.036  -0.073
2 C 0.727 -0.069 -0.407  -0.420
3 C 1.640 -0.460 0.762  -0.151
4 C 0.740 -1.248 1.760  -0.170
5 C -0.576 -1.367 0.999  -0.235
6 N -0.586 -0.159 0.220  -0.046
7 H 2.058 1.482 -1.163  0.076
8 H 0.532 1.385 -2.009  0.064
9 H 0.604 2.084 -0.432  0.078
10 H 0.791 -0.862 -1.178  0.140
11 H 1.934 0.486 1.252  0.107
12 H 2.619 -0.887 0.540  0.107
13 H 0.709 -0.618 2.654  0.102
14 H 1.201 -2.182 2.065  0.097
15 H -0.502 -2.267 0.376  0.113
16 H -1.409 -1.431 1.686  0.110
17 H -1.402 -0.060 -0.367  0.088
18 O -2.430 1.483 -1.718  -0.063
19 H -2.020 1.981 -0.994  0.035
20 H -2.252 2.069 -2.464  0.042

Summary:
LUMO level   0.0325 hartree
Energy above the lowest of the compared OMol25 structures with the same formula, charge and spin   18.37 kcal/mol
HOMO   -8.60 eV
SMILES   C[C@H]1CCCN1.O